(1)
C5H7NO | ωB97M-V/def2-TZVPD

Last column: Löwdin charge in e.
Geometry (Å):
1 C -0.92862 -1.20094 0.28545  -0.05
2 C -0.57590 0.28877 0.17264  -0.37
3 C -1.64612 1.01411 -0.52692  -0.20
4 N -2.48759 1.57800 -1.08582  0.15
5 C 0.76937 0.50329 -0.53806  -0.13
6 C 1.93288 0.19364 0.38063  -0.25
7 O 1.90250 0.38885 1.57163  0.06
8 H -1.88241 -1.34074 0.80106  0.09
9 H -0.15216 -1.72695 0.85000  0.09
10 H -1.00764 -1.65410 -0.70853  0.09
11 H -0.48832 0.71646 1.17844  0.14
12 H 0.83474 -0.10089 -1.45035  0.12
13 H 0.88306 1.55543 -0.83630  0.13
14 H 2.84621 -0.21492 -0.09385  0.12

Gap between HOMO and LUMO in eV: 11.1
HOMO level in eV: -10.49
Max |F| in Eh/bohr: 0.021
ΔE to the lowest compared entry with this formula, charge and spin in eV: 0.746
E_tot in hartree: -324.697060

=====

(2)
C5H7NO | ωB97M-V/def2-TZVPD

Last column: Löwdin charge in e.
Geometry (Å):
1 C -1.84878 -0.05173 0.03377  -0.03
2 C -0.37316 -0.36871 0.13263  -0.64
3 N -0.04988 -1.34299 1.02722  0.15
4 C 0.63215 0.56732 0.64629  -0.11
5 C 1.82525 0.51089 -0.08100  -0.03
6 C 0.36712 -0.16156 -1.42593  -0.07
7 O -0.05699 0.18774 -2.44662  0.16
8 H -2.02830 0.90107 -0.47215  0.08
9 H -2.26666 -0.02036 1.04360  0.09
10 H -2.35481 -0.84852 -0.51813  0.09
11 H 0.93377 -1.59019 0.94316  0.04
12 H 0.36680 1.33588 1.36617  0.13
13 H 2.31005 -0.44454 -0.27001  0.08
14 H 2.54343 1.32571 0.02102  0.07

Gap between HOMO and LUMO (spin up / spin down) in eV: 8.3 / 8.3
HOMO level (spin up / spin down) in eV: -8.40 / -8.40
Max |F| in Eh/bohr: 0.021
ΔE to the lowest compared entry with this formula, charge and spin in eV: 5.104
E_tot in hartree: -324.536917

=====

Please write out number 2 again, unchanged.
C5H7NO | ωB97M-V/def2-TZVPD

Last column: Löwdin charge in e.
Geometry (Å):
1 C -1.84878 -0.05173 0.03377  -0.03
2 C -0.37316 -0.36871 0.13263  -0.64
3 N -0.04988 -1.34299 1.02722  0.15
4 C 0.63215 0.56732 0.64629  -0.11
5 C 1.82525 0.51089 -0.08100  -0.03
6 C 0.36712 -0.16156 -1.42593  -0.07
7 O -0.05699 0.18774 -2.44662  0.16
8 H -2.02830 0.90107 -0.47215  0.08
9 H -2.26666 -0.02036 1.04360  0.09
10 H -2.35481 -0.84852 -0.51813  0.09
11 H 0.93377 -1.59019 0.94316  0.04
12 H 0.36680 1.33588 1.36617  0.13
13 H 2.31005 -0.44454 -0.27001  0.08
14 H 2.54343 1.32571 0.02102  0.07

Gap between HOMO and LUMO (spin up / spin down) in eV: 8.3 / 8.3
HOMO level (spin up / spin down) in eV: -8.40 / -8.40
Max |F| in Eh/bohr: 0.021
ΔE to the lowest compared entry with this formula, charge and spin in eV: 5.104
E_tot in hartree: -324.536917

=====

Number 1 is which compound?
C5H7NO